1.
ORCA calculation (ωB97M-V/def2-TZVPD) on C17H24N2O5 in the gas phase.

The geometry in ORCA input format:
```
! RIJCOSX wB97M-V def2-TZVPD def2/J DEFGRID3
* xyz 0 1
C 6.55028 1.91717 -1.18234
O 5.34072 1.92175 -0.46930
C 4.72769 0.72799 -0.22951
C 5.19590 -0.50775 -0.63743
C 4.48577 -1.66634 -0.34884
C 3.30961 -1.61040 0.37208
C 2.49563 -2.84669 0.63413
C 1.41328 -3.01588 -0.44740
N 0.51682 -1.88967 -0.45905
C -0.74295 -1.91225 -0.01653
O -1.38992 -2.89922 0.28770
C -1.33542 -0.50094 0.06973
O -0.65151 0.49462 -0.12058
N -2.62188 -0.51113 0.41947
C -3.44532 0.66458 0.50999
C -4.55816 0.63675 -0.55030
C -5.42479 1.91042 -0.50975
C -6.85403 1.36605 -0.51458
C -6.66057 0.00853 0.15785
O -5.42334 -0.46847 -0.32806
C 2.83933 -0.36802 0.79887
C 3.51733 0.79984 0.49812
O 3.11078 2.04684 0.84814
C 1.85364 2.18908 1.46986
H 6.42359 1.51158 -2.19216
H 6.85476 2.96043 -1.25076
H 7.32661 1.34835 -0.65891
H 6.11655 -0.58703 -1.19313
H 4.86688 -2.61726 -0.69028
H 2.00809 -2.77988 1.60835
H 3.13431 -3.73040 0.62497
H 0.81054 -3.90484 -0.24845
H 1.88643 -3.10764 -1.42982
H 0.91666 -0.97021 -0.61534
H -3.06810 -1.41813 0.49604
H -3.89645 0.71635 1.50656
H -2.79708 1.53009 0.35301
H -4.09735 0.48531 -1.53424
H -5.22161 2.56472 -1.35361
H -5.23060 2.46096 0.41156
H -7.55444 2.00279 0.01982
H -7.20517 1.22517 -1.53678
H -7.42255 -0.72701 -0.10142
H -6.62751 0.12024 1.25194
H 1.93229 -0.32539 1.38118
H 1.04844 1.76799 0.85985
H 1.84329 1.72491 2.46218
H 1.70349 3.26206 1.57717
*
```

The value obtained for the relative energy (zero: lowest compared OMol25 entry of this formula, charge and spin) is 39.5 kcal per mole. The LUMO energy comes out at 0.821 eV. The total energy comes out at -31236.513 eV. The calculation puts the maximum force at 0.6 eV Å⁻¹. As for the SMILES: COc1ccc(CCNC(=O)C(=O)NC[C@@H]2CCCO2)cc1OC. The orbital gap is 8.72 eV.


2.
ORCA calculation (ωB97M-V/def2-TZVPD) on a molecular structure, C17H24N3O5PPb at a distorted geometry.

The geometry in ORCA input format:
```
! RIJCOSX wB97M-V def2-TZVPD def2/J DEFGRID3
* xyz 4 1
N 1.25085 -4.01674 1.61629
C 1.02951 -5.01046 2.18235
C 0.76529 -6.33175 2.78946
H 1.70490 -6.83771 3.10585
H 0.20131 -6.98041 2.09574
H 0.13721 -6.25278 3.69333
N -4.23668 0.58500 -2.33001
C -5.33558 0.88032 -2.57775
C -6.71165 1.25173 -2.86126
H -7.24076 0.43130 -3.36585
H -6.75257 2.13495 -3.51144
H -7.24903 1.48916 -1.93512
N 2.89802 2.95507 -1.69071
C 3.64000 3.78233 -1.35301
C 4.59241 4.84576 -1.00858
H 4.08581 5.72240 -0.57877
H 5.14847 5.16809 -1.90633
H 5.32832 4.51292 -0.26214
Pb 0.25267 -0.62085 -1.39876
C -0.80439 2.21055 -0.55540
O -1.43127 3.15841 -0.61240
C -1.92988 -0.72500 0.75214
O -2.91512 -1.19612 1.07678
C 0.21031 -2.74696 -2.81995
C 1.56816 -2.40717 -2.78989
C 1.97565 -1.14609 -3.21286
C 1.03195 -0.21585 -3.68732
C -0.35198 -0.52888 -3.70601
C -0.76691 -1.81415 -3.26620
H -0.03775 -3.76017 -2.52329
H 2.29503 -3.14903 -2.50522
H 3.02696 -0.88942 -3.22195
H 1.42435 0.75716 -4.01447
H -1.13174 0.20722 -4.01693
H -1.84842 -2.04945 -3.27705
C -2.19082 1.93593 3.47761
O -1.06901 1.60242 2.59060
P -0.31022 0.16349 2.96471
O 0.92392 0.62140 4.01666
C 1.69730 1.85468 3.83330
O 0.55713 0.12374 1.50546
C 1.87214 -0.45462 1.65913
H -3.16805 1.70383 2.99479
H -2.17659 3.02103 3.73253
H -2.21046 1.31871 4.41852
H 2.08360 1.99511 2.80557
H 1.07280 2.71159 4.13326
H 2.58101 1.77972 4.49149
H 2.32330 -0.49538 0.65391
H 1.73184 -1.48010 2.04668
H 2.45864 0.18506 2.35255
*
```

The value obtained for the relative energy (zero: lowest compared OMol25 entry of this formula, charge and spin) is 22.6 kcal per mole. The LUMO energy (spin up / spin down) comes out at -15.561 / -18.581 eV. The total energy comes out at -47212.804 eV. The calculation puts the maximum force at 7.0 eV Å⁻¹. The orbital gap (spin up / spin down) is 4.73 / 1.60 eV.


3.
ORCA calculation (ωB97M-V/def2-TZVPD) on C17H24N4O3 in the gas phase at a distorted geometry.

The geometry in ORCA input format:
```
! RIJCOSX wB97M-V def2-TZVPD def2/J DEFGRID3
* xyz 0 1
N -2.42999 4.57535 0.26951
C -2.78188 3.10070 0.69916
C -1.80379 2.06655 -0.12627
C -2.57126 0.65396 -0.08183
C -1.77146 -0.55449 0.17943
C -1.04586 -1.20349 -1.01880
N 0.37458 -0.60802 -1.09973
C 0.94938 0.45435 -1.72779
O 0.26254 1.37210 -2.21907
C 2.44608 0.66208 -1.38949
N 3.04414 1.66595 -2.24242
C 2.90608 0.92094 0.11878
C 1.93649 0.33801 1.14589
C 1.00159 1.01369 1.86377
N 0.27088 0.31474 2.79826
C 0.82227 -1.03832 2.58550
C 0.33977 -2.27402 3.11314
C 0.74026 -3.46227 2.63838
C 1.67289 -3.38345 1.55683
C 2.31180 -2.27833 1.13104
C 1.73114 -0.99846 1.57559
C -1.88636 -1.10501 -2.34037
O -1.41546 -0.74238 -3.49994
O -3.07094 -1.64194 -2.26999
H -1.63446 4.83398 0.84084
H -1.82758 4.73385 -0.65205
H -2.83992 3.09492 1.84682
H -3.86498 2.88057 0.45244
H -1.41044 2.33620 -1.07086
H -0.96771 1.77810 0.59863
H -3.13529 0.86126 0.88799
H -3.22498 0.31031 -0.91364
H -2.50553 -1.33640 0.41219
H -1.14963 -0.38677 1.10956
H -0.95159 -2.31325 -0.81223
H 0.99778 -1.29267 -0.82120
H 2.72434 -0.35782 -1.46351
H 3.11326 2.52394 -1.76647
H 2.51523 1.77399 -3.12747
H 3.12228 1.89542 0.32241
H 3.80950 0.35044 0.51195
H 0.85267 2.07915 1.80266
H -0.49048 0.50297 3.42258
H -0.45292 -2.33903 3.85161
H 0.25945 -4.43232 2.79065
H 2.22052 -4.34763 1.15503
H 2.99169 -2.41582 0.21646
H -3.16047 -1.74641 -3.29945
*
```

The value obtained for the relative energy (zero: lowest compared OMol25 entry of this formula, charge and spin) is 135.0 kcal per mole. The LUMO energy comes out at 0.445 eV. The total energy comes out at -30117.342 eV. The calculation puts the maximum force at 6.5 eV Å⁻¹. As for the SMILES: NCCCC[C@H](NC(=O)[C@@H](N)Cc1c[nH]c2ccccc12)C(=O)O. The orbital gap is 8.79 eV.


4.
ORCA calculation (ωB97M-V/def2-TZVPD) on C17H24N4O3 in the gas phase at a distorted geometry.

The geometry in ORCA input format:
```
! RIJCOSX wB97M-V def2-TZVPD def2/J DEFGRID3
* xyz 0 1
C 0.17314 -4.19556 -4.94759
O -0.12063 -3.35197 -3.79998
C 0.08364 -1.98043 -3.94555
C -0.66889 -1.06293 -3.13978
C -0.60520 0.31683 -3.38412
N -1.39427 1.25666 -2.74681
C -1.48874 1.32731 -1.35300
N -1.85140 2.42162 -0.78204
N -1.86288 2.18268 0.54981
C -1.49948 0.94821 0.68486
C -1.43782 0.23386 1.99739
C -0.72170 1.03602 3.05783
N -0.76963 0.30569 4.35880
C -1.40226 1.00627 5.47891
C -0.39394 2.00034 6.10550
C 0.92202 1.26516 6.44686
C 1.48769 0.41691 5.31751
C 0.42388 -0.51003 4.67634
O -1.24672 0.33627 -0.47949
C 0.20315 0.75975 -4.42717
C 0.94432 -0.11836 -5.21664
O 1.66600 0.52231 -6.21845
C 2.52586 -0.27422 -7.03443
C 0.84424 -1.47023 -4.99705
H -0.32169 -3.79392 -5.88791
H -0.26663 -5.16320 -4.70969
H 1.27463 -4.25907 -5.09772
H -1.22055 -1.48890 -2.33217
H -1.44894 2.14837 -3.19173
H -0.96054 -0.73199 1.84480
H -2.44182 0.05166 2.27834
H 0.27949 1.24929 2.68742
H -1.24806 1.99590 3.19342
H -2.24050 1.53613 5.07359
H -1.80093 0.29001 6.17636
H -0.17754 2.77238 5.33136
H -0.82885 2.51454 6.97487
H 1.66764 1.99796 6.77402
H 0.72131 0.59384 7.33400
H 2.28958 -0.18562 5.70174
H 1.93833 1.06118 4.55489
H 0.84289 -0.96699 3.74081
H 0.15041 -1.28810 5.35304
H 0.30970 1.82385 -4.62997
H 2.91749 0.36663 -7.84881
H 1.99900 -1.09268 -7.47252
H 3.34531 -0.64948 -6.44315
H 1.40988 -2.15395 -5.60673
*
```

The value obtained for the relative energy (zero: lowest compared OMol25 entry of this formula, charge and spin) is 91.3 kcal per mole. The LUMO energy comes out at 0.680 eV. The total energy comes out at -30119.236 eV. The calculation puts the maximum force at 2.4 eV Å⁻¹. As for the SMILES: COc1cc(Nc2nnc(CCN3CCCCC3)o2)cc(OC)c1. The orbital gap is 8.61 eV.


5.
ORCA calculation (ωB97M-V/def2-TZVPD) on C17H24N4O3S in the gas phase at a distorted geometry.

The geometry in ORCA input format:
```
! RIJCOSX wB97M-V def2-TZVPD def2/J DEFGRID3
* xyz 0 1
C 4.26770 5.09685 4.37221
C 4.63756 3.79537 3.46653
O 3.66214 3.09657 3.29154
C 2.68005 3.33527 2.55752
O 2.70489 4.28758 1.84281
N 1.76228 2.38714 2.51945
C 1.41638 1.23777 3.45317
C 2.02746 -0.05173 2.65798
C 1.33183 -0.17186 1.46523
C 0.60780 1.09588 0.79373
S -0.17914 0.59738 -0.57779
C 0.27508 -0.72385 -0.77021
N -0.11490 -1.82315 -1.55730
C -0.76725 -1.29238 -2.75281
O -1.26846 -0.08425 -2.62554
C -1.37673 -2.27594 -3.70529
N -2.72423 -2.66123 -3.56731
C -3.08756 -3.54830 -2.48601
C -3.51126 -2.54950 -1.09361
C -3.56595 -1.72894 -4.16370
C -4.99124 -2.03966 -4.55393
C 1.20225 -1.19967 0.53276
C 1.62679 -2.48321 0.62069
N 1.70504 -3.55057 1.12514
C 0.79390 2.42241 1.48238
H 3.87535 4.90884 5.27173
H 3.42387 5.72323 3.70319
H 5.32655 5.66909 4.39248
H 5.47688 3.14637 3.99191
H 5.02405 4.13362 2.48968
H 0.51265 1.11628 4.05749
H 2.28844 1.45027 4.33831
H 3.12927 -0.03257 2.58508
H 1.77868 -0.78843 3.18479
H 0.18394 -2.62590 -1.52340
H -0.70117 -3.35666 -3.46264
H -1.04356 -1.90936 -4.71264
H -4.06786 -3.99582 -2.51183
H -2.08986 -4.25450 -2.23704
H -4.24175 -1.88188 -1.45056
H -3.69320 -3.17972 -0.14209
H -2.63394 -1.96131 -0.85363
H -3.54884 -0.93104 -3.40082
H -2.96358 -1.23253 -5.09722
H -4.76751 -3.22489 -5.08897
H -5.53903 -2.37991 -3.47762
H -5.55109 -1.40781 -5.00275
H -0.16981 2.67804 1.94537
H 0.87708 3.16858 0.67356
*
```

The value obtained for the relative energy (zero: lowest compared OMol25 entry of this formula, charge and spin) is 383.1 kcal per mole. The LUMO energy comes out at 0.108 eV. The total energy comes out at -40942.403 eV. The calculation puts the maximum force at 19.9 eV Å⁻¹. As for the SMILES: CCOC(=O)N1CCc2c(sc(NC(=O)CN(CC)CC)c2C#N)C1. The orbital gap is 7.85 eV.


Question: What is the relative energy (zero: lowest compared OMol25 entry of this formula, charge and spin) in the second record?
Answer: 22.6 kcal per mole


Question: Among the records above, which one has the highest maximum force?
Answer: C17H24N4O3S


Question: Which formula does entry 4 have?
Answer: C17H24N4O3


Question: Which formula does entry 5 have?
Answer: C17H24N4O3S